Record 1
The following is a quantum chemistry calculation of an isolated ion of composition C5H11Br3P and charge +1, from the Open Molecules 2025 dataset.

```
! RIJCOSX wB97M-V def2-TZVPD def2/J DEFGRID3
* xyz 1 1
Br 0.3971 -2.9610 2.1273
C 0.7326 1.4613 -0.8593
C -1.6023 0.3426 -1.1225
H 1.5210 -1.1420 -0.6832
C 0.5332 -1.0577 -1.1146
H 0.0621 -1.9978 -0.8215
Br 2.7547 -0.1036 1.7840
H -1.5794 -0.2804 1.4061
C -0.5233 0.1057 1.0571
H -1.4946 0.7275 -2.2410
H 1.6965 1.1297 -0.6973
C -0.1896 0.1461 -0.4909
H 0.6051 1.6340 -1.8922
H -2.3038 -0.5761 -1.0786
Br 0.4133 -0.0441 4.1966
P 0.6819 -0.7895 2.1327
H -0.5087 1.0512 1.4512
H 0.4495 2.4008 -0.3488
H 0.5110 -1.1165 -2.1822
H -2.1562 1.0699 -0.6230
*
```

## Properties
- strongest force on any atom (eV Å⁻¹) = 3.67
- Kohn-Sham gap (hartree) = 0.3389
- electronic energy (Ha) = -8260.26806
- HOMO (eV) = -14.80
- relative energy (zero: lowest compared OMol25 entry of this formula, charge and spin) (kJ/mol) = 63.06

Atom charges from the Löwdin analysis, given in e for atoms 1 to 5:
1 Br 0.4840
2 C -0.0178
3 C -0.0724
4 H 0.0391
5 C -0.0825


Record 2
The following is a quantum chemistry calculation of C33H45N7PbSe as an isolated structure, from the Open Molecules 2025 dataset.

```
! RIJCOSX wB97M-V def2-TZVPD def2/J DEFGRID3
* xyz 2 1
H 1.6247 2.8718 0.5826
C 1.9058 -1.9214 -1.8145
H 2.1069 2.2643 3.0823
H -6.2079 0.2240 0.1420
H 3.3241 -3.1122 -4.6209
C -1.4960 4.7329 1.6611
Pb -0.6412 0.5072 -0.0419
C 2.7853 -1.9982 -2.8950
H -3.2570 2.3354 1.3662
H 2.2268 -2.4928 4.4249
H 0.4203 -2.7844 3.0554
Se 2.0232 -0.3322 -0.6648
H -2.4159 5.2242 1.9339
C 0.9552 0.7348 4.0778
H -2.2042 -2.1761 1.4968
C -4.0697 0.0857 0.0963
N 1.0064 -2.0148 2.7479
C 2.8114 0.2956 2.5546
H 1.7983 -0.4920 5.6487
H -4.8113 1.8883 -0.7926
C -2.3551 2.7963 -1.8238
C -1.7134 1.9284 -2.8746
H -4.4171 -3.0275 2.2610
C 1.5130 -5.1595 -4.5856
H -3.2267 3.3159 -2.2497
H 2.1950 -5.0601 -5.4250
H 1.5228 -2.3440 1.9398
N 3.9432 0.7835 1.7072
H 4.3570 -1.1966 -4.0835
C -4.3473 -2.1381 1.6576
N -0.4126 2.8878 0.6388
N -0.9626 0.9004 -2.4699
H 1.9910 0.1010 1.8588
C -1.1519 1.5027 -5.1684
H 2.9716 1.4420 4.3982
H 0.3921 -3.7039 0.3076
C -0.2707 5.2914 1.9866
H 3.8935 0.2343 0.8161
C 1.6828 -4.0382 -3.6112
H -1.2082 1.7463 -6.2189
H 0.2471 -1.0537 5.0495
H -6.4686 -1.7634 1.5807
C 2.2905 1.3017 3.5591
N -2.7003 2.0425 -0.6206
H 3.8211 1.7700 1.4626
H -0.9283 0.8827 3.2868
H -0.9655 -3.2812 -0.7417
C -1.8366 2.2480 -4.2213
H -0.2174 6.2204 2.5327
H -2.4373 3.0887 -4.5279
C -1.5343 3.5299 0.9631
C -3.1193 -1.6659 1.2321
C 3.8590 -0.9888 -3.1413
H -0.0182 -0.3570 2.7013
C 2.6499 -3.0592 -3.7790
H 0.2880 -0.6408 -3.0202
C 0.7644 3.4364 0.9177
H -0.0614 -2.0109 0.0994
H 0.5607 1.4208 4.8347
C -0.3771 0.4373 -4.7387
H 0.1144 -4.7191 -2.3388
C 0.0242 -2.9714 -0.4121
C 0.8886 4.6401 1.5837
N -0.0040 0.6328 2.9610
H 4.6007 -1.0237 -2.3429
C -2.8477 2.9228 0.5367
H -3.8619 0.8427 -1.8539
H 3.6318 -1.6894 2.5151
C -3.9122 1.2549 -0.8406
C -5.4853 -1.4446 1.2753
C 1.2046 -0.6268 4.7464
H -1.6144 3.5523 -1.5456
H 3.4459 0.0188 -3.1672
H 0.4910 -5.1782 -4.9637
C -5.3429 -0.3238 0.4770
H 3.9144 -0.8340 4.0369
N -2.9801 -0.5751 0.4843
H 4.8523 0.6530 2.1596
C -0.3213 0.1727 -3.3830
H -3.5617 3.7358 0.3323
H 1.7024 -6.1137 -4.0959
C 1.9222 -1.6250 3.8246
C 0.9553 -2.9125 -1.5851
C 3.1919 -1.0014 3.2372
C 0.8593 -3.9524 -2.5002
H 0.1734 -0.1683 -5.4417
H 1.8591 5.0704 1.7706
*
```

## Properties
- strongest force on any atom (eV Å⁻¹) = 0.93
- Kohn-Sham gap (hartree) = 0.2679
- electronic energy (Ha) = -4261.65500
- HOMO (eV) = -11.95
- relative energy (zero: lowest compared OMol25 entry of this formula, charge and spin) (kJ/mol) = 65.65

Atom charges from the Löwdin analysis, given in e for atoms 1 to 5:
1 H 0.0984
2 C -0.5063
3 H 0.1006
4 H 0.1229
5 H 0.1202


Record 3
The following is a quantum chemistry calculation of C4H27B4NOSn as an isolated structure, from the Open Molecules 2025 dataset.

```
! RIJCOSX wB97M-V def2-TZVPD def2/J DEFGRID3
* xyz -2 1
H 14.4314 -14.5108 23.6980
H 14.2175 -17.3631 21.3630
B 16.3143 -14.2980 20.1914
C 15.6464 -17.1472 17.5643
B 13.8956 -18.0894 20.6329
H 13.3758 -17.5925 19.8284
H 15.9021 -15.1674 20.6799
H 17.2213 -14.0246 20.7080
H 15.3028 -18.0532 17.0650
H 13.4511 -11.5088 23.1952
C 14.0152 -15.8606 16.4666
H 12.2610 -12.9875 16.2247
H 12.7398 -14.2940 23.1208
H 13.9018 -12.7084 22.0251
N 11.9564 -15.3171 17.6935
H 14.8802 -11.1875 22.1649
H 13.8956 -13.4170 15.7120
H 13.0662 -15.1137 24.5811
H 16.5229 -14.6031 19.1777
H 15.6646 -13.4378 20.2377
H 13.5405 -15.8272 22.9580
C 13.1599 -13.5353 16.5075
B 14.2915 -11.9368 22.6709
H 13.7524 -16.7935 15.9679
Sn 13.2753 -14.7731 20.2674
B 13.4543 -14.9547 23.5869
H 11.8006 -16.3082 17.8098
H 12.1123 -15.1392 15.7255
H 14.8277 -18.5435 20.3342
H 14.6473 -15.3204 15.7618
H 13.1670 -18.7754 21.0364
H 14.8802 -12.4775 23.3957
H 15.9296 -17.5252 18.5466
H 11.0248 -14.9620 17.5321
H 13.6009 -13.0692 17.3886
O 14.6315 -16.1363 17.7455
H 16.5215 -16.7154 17.0787
C 12.7792 -14.9784 16.5725
*
```

## Properties
- strongest force on any atom (eV Å⁻¹) = 5.25
- Kohn-Sham gap (hartree) = 0.1910
- electronic energy (Ha) = -611.76028
- HOMO (eV) = -1.10
- relative energy (zero: lowest compared OMol25 entry of this formula, charge and spin) (kJ/mol) = 613.33

Atom charges from the Löwdin analysis, given in e for atoms 1 to 5:
1 H -0.0714
2 H -0.0966
3 B -0.4772
4 C -0.0920
5 B -0.4693


Record 4
The following is a quantum chemistry calculation of C34H37BrN3OSSiTa as an isolated structure, from the Open Molecules 2025 dataset.

```
! RIJCOSX wB97M-V def2-TZVPD def2/J DEFGRID3
* xyz 2 1
H 0.0196 0.1737 4.5940
H 2.7661 -2.0285 -5.5851
H -4.0022 0.5127 -0.4287
C -0.3788 3.8235 -1.1712
H 4.6791 0.1730 -5.6921
C -0.4776 2.8374 -0.1770
C 1.5419 -2.1605 2.3208
H 4.7102 0.5114 -2.0243
C 1.6176 1.5581 -4.8731
H -0.9666 -2.5746 3.8200
C -2.6107 0.6270 2.5687
N 1.2141 0.4938 -0.3331
C -3.3805 0.3299 4.8609
C 2.1474 -1.6715 -4.7682
C -5.0435 0.6584 1.4987
H 1.7528 1.6077 -5.9542
C -3.9298 0.5889 0.6701
C 0.3512 -2.1265 1.3759
C 0.6529 4.7849 -1.0964
H 2.2272 0.9244 1.4366
C -4.9242 0.7277 2.8575
H -3.6673 -1.8119 -0.4064
C 1.4362 4.9711 0.0507
C -2.1007 0.0419 5.2310
H -1.8545 -3.6471 2.6866
Ta -0.8656 -0.1235 0.2401
H 1.2479 -2.8221 3.1467
H 2.5599 -1.9652 -0.3990
H -2.2366 -3.2429 -1.8653
H 1.6246 -2.2561 -1.8994
C 0.5118 -2.3432 -0.0553
H -5.8270 0.7606 3.4403
H -0.6611 -3.0690 -2.7681
H -0.9309 3.7260 -2.1121
C 1.7506 -2.5464 -0.8277
H 2.0119 2.5231 -4.4774
C 2.6031 0.3075 -2.3422
C -1.7031 -2.2270 0.4183
C -3.2007 -2.4427 0.3662
H 4.4069 0.9588 0.4691
H -3.6181 -2.1381 1.3316
C 0.2923 3.0795 0.9961
C -0.7684 -2.5367 -0.5956
S -0.2216 -0.1057 -2.3243
O -1.2578 1.7717 -0.2547
Br 2.9020 6.1576 0.3156
C -3.6592 0.6218 3.4952
H 5.1718 -0.0071 -4.0000
C 4.4332 0.4764 -4.6510
H -1.8583 -0.3941 6.2176
C 1.1574 4.1845 1.1231
C -1.0152 0.2324 4.3065
C 2.3354 0.7975 0.3990
H 4.5944 1.5522 -4.5562
H 0.7530 5.4436 -1.9659
H 1.1246 -1.7229 -5.0557
N -2.7290 0.5970 1.2170
C 3.5684 0.8033 -0.1963
H 2.3892 -2.6361 1.8426
H 1.9048 -1.1977 2.7074
H -3.4279 -3.5292 0.2128
H 2.3477 -2.3611 -3.9067
H -0.8268 -4.3219 -1.5626
C -1.6441 -2.6018 2.9539
H -6.0436 0.6371 1.0819
C 3.7244 0.5330 -1.5666
H 2.0491 -3.5997 -0.8355
C 1.3450 0.3297 -1.6519
N -0.4452 1.0580 2.0292
C -1.3014 0.5879 3.0232
H -2.5863 -2.1720 3.2781
H 1.6235 4.3586 2.0874
C -1.0221 -2.0779 1.7108
H -0.1061 2.7670 3.1027
C -1.1260 -3.3011 -1.8168
C -0.0950 2.2809 2.1073
H -4.2549 0.3318 5.5488
H 0.5649 1.4573 -4.7027
Si 2.6540 0.0818 -4.2413
*
```

## Properties
- strongest force on any atom (eV Å⁻¹) = 3.14
- Kohn-Sham gap (hartree) = 0.2294
- electronic energy (Ha) = -4875.62039
- HOMO (eV) = -13.49
- relative energy (zero: lowest compared OMol25 entry of this formula, charge and spin) (kJ/mol) = 142.13

Atom charges from the Löwdin analysis, given in e for atoms 1 to 5:
1 H 0.1299
2 H 0.0363
3 H 0.1483
4 C 0.0371
5 H 0.0561


Record 5
The following is a quantum chemistry calculation of C33H31F5N2O17P2PbS as an isolated structure, from the Open Molecules 2025 dataset.

```
! RIJCOSX wB97M-V def2-TZVPD def2/J DEFGRID3
* xyz 0 1
H 6.1333 2.6041 -2.6260
H -0.7274 5.0865 -5.5944
C 0.6893 3.0684 0.8188
H -3.7713 4.1619 -0.8401
H -0.4114 6.5937 -1.9573
H -1.8294 -4.7677 -0.6712
H 0.9467 0.2051 -5.6228
H -1.6849 0.4950 -4.0869
C -2.1668 5.4867 -1.3799
C -1.4721 1.5020 -4.4173
C 4.7138 1.2649 -1.7440
N 1.2199 4.5454 -2.5479
C 2.2099 4.9875 0.9781
C 0.0642 -3.9259 -0.0914
C 1.1689 5.8128 1.3858
C 5.1305 1.4168 -4.0978
F -1.1308 6.0604 1.8940
H 5.6515 1.8658 -4.9308
C 0.7800 -2.8960 4.7505
C 3.7585 0.2921 -1.9760
F 2.9927 2.8884 0.3272
F 1.3929 7.1037 1.6464
C -0.1065 5.2780 1.5211
H 0.4922 -4.9869 -1.9098
O 3.3788 -2.5982 2.5887
C -0.1822 1.8443 -4.8030
H 1.3598 -0.0142 3.4838
O -0.2972 0.3173 2.6705
C 0.0725 3.1406 -5.2347
C 0.9913 -4.7851 -0.9664
O 2.6838 -0.3546 1.5439
C 2.4028 -1.1259 -3.5056
C 5.4000 1.8323 -2.8041
H -1.0421 -5.6188 0.6761
N -2.9349 6.6887 -1.1138
H 1.8893 1.3658 -4.6309
C 1.9467 3.6479 0.7084
H 3.8641 -1.7660 -0.3838
O 0.9238 0.5840 -2.1150
H -1.8158 -4.0507 0.9507
O -1.7859 -0.8062 4.5067
S 0.7406 -0.2862 -3.3018
O -1.8325 0.8732 -0.5266
P -0.8919 -0.8820 3.3425
P 2.6735 -1.8081 1.4088
H 3.9349 -2.0279 3.1214
O 1.1936 -2.3777 1.3613
C -1.9977 3.0908 -1.3939
H -0.1569 -3.0822 5.2770
C 0.6789 -1.6442 4.0273
H 1.6462 -2.9332 5.4126
O 1.0418 -4.4930 2.0540
H -0.1007 2.3295 -2.0483
O -1.4225 -1.9612 2.2610
C -0.8595 5.6190 -1.8240
C -0.6956 3.2063 -1.8547
C -2.4857 2.4444 -4.4390
H 4.9012 1.5892 -0.7330
O -3.7447 1.5052 -1.4470
C 3.4883 -0.1406 -3.2701
H 2.3926 -1.9214 -2.7621
C -1.2477 -4.6460 0.2398
C -2.2194 3.7374 -4.8570
H 0.8680 -3.6911 3.9949
O -4.0649 6.5487 -0.7110
O 1.7473 5.6355 -2.5368
H -3.4752 2.1721 -4.1078
O -2.3953 7.7510 -1.3260
H 1.0723 3.4141 -5.5376
C -2.6003 1.7111 -1.0954
O 1.6277 -0.8056 4.0493
H 3.1828 -0.0941 -1.1474
O -0.1552 -2.7325 -0.7927
C -0.1433 4.4598 -2.0826
H 1.9067 -4.2332 -1.1640
F -1.5667 3.4715 1.4041
H 1.2324 -5.7181 -0.4678
H -3.0053 4.4765 -4.8663
H -2.3352 -2.1408 2.4952
C 4.1832 0.4357 -4.3299
F 3.4516 5.4765 0.8520
C -2.7485 4.2381 -1.1787
C -0.9412 4.0809 -5.2639
H 3.9842 0.1121 -5.3424
C -0.3138 3.9287 1.2490
H 2.4160 -1.5502 -4.5065
Pb 0.2976 0.7253 0.3119
O 1.7608 3.5264 -2.9206
C 0.8158 -3.6818 1.2069
H -0.7981 -2.1811 -0.3261
C 0.9360 0.8501 -4.7423
O 3.3210 -2.4045 0.0899
*
```

## Properties
- strongest force on any atom (eV Å⁻¹) = 1.59
- Kohn-Sham gap (hartree) = 0.2550
- electronic energy (Ha) = -4437.83316
- HOMO (eV) = -8.56

Atom charges from the Löwdin analysis, given in e for atoms 1 to 5:
1 H 0.1083
2 H 0.1106
3 C -0.1080
4 H 0.1415
5 H 0.1359


Record 6
The following is a quantum chemistry calculation of a 2-piece molecular cluster, C33H36BF3O4 overall, from the Open Molecules 2025 dataset.

```
! RIJCOSX wB97M-V def2-TZVPD def2/J DEFGRID3
* xyz 0 1
H 3.9531 -1.3706 -2.1952
O -0.0621 -2.9040 1.3737
H 0.3246 0.8313 2.8729
H -1.1505 6.1698 0.8212
C 4.0699 1.0579 -3.3549
H -0.3607 -1.0208 4.0459
H 2.4945 -3.1365 0.2098
H -2.8718 5.6510 0.7727
C -2.0257 5.8977 1.4289
H 1.4943 -1.8646 -1.3478
C -4.2033 -2.6687 0.7202
H -3.1765 -2.7478 -4.0107
H 3.5851 1.9599 -3.7427
C -4.2428 -0.6051 2.0051
C 1.2179 -2.9426 1.8777
C -2.2146 -1.9479 1.9059
C -1.2675 3.3845 0.3990
C -0.2872 -2.5878 -2.3161
H 3.0946 -3.8230 1.7307
C -4.8553 -1.5173 1.1532
C -0.6474 2.2359 -0.0635
H -2.1369 0.2478 -0.4408
H -3.3771 -1.1955 -2.0090
C 5.0063 1.8123 0.0509
C -1.2849 3.6378 1.7907
C -2.9290 -0.8290 2.3929
C 3.7591 3.2950 -1.4934
H 3.8122 0.2150 -4.0072
H -2.9744 -4.0594 -2.8394
H -2.4213 -0.1270 3.0544
H 1.1473 -0.5129 0.9344
H 5.3739 -0.4965 -1.5829
C 0.5540 0.0744 0.2259
H 2.9001 3.4096 -2.1697
O 2.6266 1.7610 -0.0381
C -0.1574 1.5338 2.1939
C 4.2786 -0.5713 -1.5142
H -0.8225 2.8663 3.7532
F -6.8461 -0.1860 1.2051
C -2.3079 -1.3580 -1.8538
H -4.7211 -3.3854 0.0869
O 2.1910 0.5495 -1.9854
C -2.8917 -2.8836 1.0904
C -1.6591 -2.3961 -2.5257
C -0.7676 2.6725 2.6841
H 5.0558 0.8459 0.5653
C 3.6331 0.7463 -1.9426
H -4.7852 0.2665 2.3588
H 5.9349 1.9594 -0.5154
C 3.8060 1.9033 -0.8687
H -1.6956 4.1015 -0.3043
H 4.6826 3.4970 -2.0537
H 0.2316 -3.3951 -2.8376
F -7.0729 -2.3346 0.8069
C -1.6089 -0.5456 -0.9703
H 3.6735 4.0473 -0.6976
C -2.4339 -3.3039 -3.4268
C 2.1965 -3.6810 1.1187
B 1.7692 0.9818 -0.7677
C -0.0228 -1.6473 3.2258
C -0.8227 -2.1035 2.1927
F -6.2013 -1.0175 -0.7274
H -1.7652 -3.8261 -4.1185
H -2.2917 6.7170 2.0953
H -0.5878 2.0663 -1.1404
H -2.3677 -3.7628 0.7175
H 4.0045 -0.8634 -0.4885
H 1.8153 -4.6657 0.8181
H 4.9437 2.6007 0.8122
H 5.1584 1.1887 -3.3914
C -0.1146 1.2777 0.8160
C 1.2811 -2.1901 3.0264
C 0.4157 -1.7500 -1.4662
H 2.1478 -2.0496 3.6653
O -1.7265 4.8057 2.3286
C -6.2401 -1.2611 0.6280
C -0.2335 -0.7335 -0.7473
*
```

## Properties
- strongest force on any atom (eV Å⁻¹) = 4.20
- Kohn-Sham gap (hartree) = 0.2897
- electronic energy (Ha) = -1904.59884
- SMILES string = COc1ccc([C@H](B2OC(C)(C)C(C)(C)O2)c2ccc(C)cc2)cc1.Cc1ccc(-c2ccc(C(F)(F)F)cc2)o1
- HOMO (eV) = -7.45
- relative energy (zero: lowest compared OMol25 entry of this formula, charge and spin) (kJ/mol) = 0.00

Atom charges from the Löwdin analysis, given in e for atoms 1 to 5:
1 H 0.0981
2 O 0.0602
3 H 0.1004
4 H 0.0962
5 C -0.0117


> Which of these has the lowest HOMO?

C5H11Br3P


> Number 5 is which compound?

C33H31F5N2O17P2PbS


> What is the formula in the sixth record?

C33H36BF3O4


> Look up the HOMO of the third one.

-1.10 eV